No. 1
23
Properties=species:S:1:pos:R:3 method="wB97M-V/def2-TZVPD" multiplicity=2 charge=+2 lumo_energy_ev="-9.26 / -14.01" energy_ha=-292.08317 e_homo_ha="-0.6839 / -0.6771" gap_ev="9.36 / 4.42" de_lowest_kcal_mol=115.0
H -0.684 -0.584 1.417
C 0.168 1.505 -0.274
C -0.053 0.162 1.929
H 1.010 -3.732 -0.548
H 0.292 -3.478 0.933
H 2.532 -0.556 0.030
H -2.966 1.565 -1.616
H -1.699 0.535 0.035
C -2.077 2.199 -1.430
H -2.423 3.008 -0.801
H 1.680 1.248 1.180
N 1.196 -3.489 0.434
H -1.753 2.585 -2.391
H 1.776 -4.226 0.851
H 0.843 2.070 -0.930
H 0.522 -0.333 2.701
C 0.726 0.864 0.858
C 1.655 -0.469 -0.580
H 0.702 -1.013 -0.410
H 1.731 -0.001 -1.551
H -1.138 0.229 -1.422
C -1.201 1.091 -0.738
H -0.838 0.821 2.321

***

No. 2
62
Properties=species:S:1:pos:R:3 method="wB97M-V/def2-TZVPD" multiplicity=2 charge=+1 lumo_energy_ev="-4.72 / -4.72" energy_ha=-1883.73025 e_homo_ha="-0.3969 / -0.4379" gap_ev="6.08 / 7.19"
H -2.520 -3.933 -0.056
H -2.342 -2.529 -2.307
O 2.071 3.783 3.305
O -0.096 0.999 -2.849
C -2.162 -0.511 -0.222
H -2.605 1.138 -3.167
H -2.517 -1.016 -3.901
H 0.039 -0.285 1.256
H -2.682 -1.916 1.987
C 2.450 2.928 1.023
C -1.640 -1.952 -0.387
C -1.458 -1.160 -4.089
C -2.797 -2.890 0.050
H -1.375 -2.134 -4.553
H 2.917 3.409 0.172
H -4.328 -2.192 1.424
C 0.530 -1.214 0.996
H -3.752 0.391 -2.075
H -0.754 -2.857 1.405
H 3.579 3.552 4.606
C 1.848 4.015 1.935
H 1.521 -0.123 -0.631
H 3.873 4.797 3.439
H 0.987 -1.570 1.914
C -1.376 -2.299 -1.869
C 3.449 3.800 3.559
H 0.778 -2.051 -4.125
H 2.254 4.983 1.639
S 2.182 0.538 3.508
C -0.707 -1.230 -2.755
H -3.604 -2.704 -0.657
H 1.442 -0.885 -3.037
N -0.569 0.083 -2.089
Li 4.942 -0.295 2.634
H -1.090 2.616 -1.133
H 5.094 3.240 2.263
C 1.701 -0.944 0.047
C -1.711 0.537 -1.266
H 1.084 -2.481 -2.421
H 1.947 -1.849 -0.483
C 2.932 0.829 2.101
C -2.888 1.048 -2.128
H -1.973 -0.119 0.767
C -0.427 -2.324 0.521
C -1.215 1.767 -0.475
H -1.084 -0.381 -4.740
H -0.817 -3.223 -1.913
H 0.176 -3.043 -0.028
H -1.976 2.009 0.259
H -3.240 -0.565 -0.300
C 0.742 -1.711 -3.100
C 4.235 2.762 2.726
N 3.448 2.071 1.695
H -0.294 1.504 0.034
H 0.777 4.065 1.788
H -2.612 -3.848 2.782
H 1.658 2.289 0.656
H -3.203 2.018 -1.768
O -3.408 -3.824 2.227
S 3.271 -0.519 0.931
H 4.623 2.012 3.414
C -3.331 -2.608 1.459